Entry from the Open Molecules 2025 dataset: a structure of composition C20H45AlN2P3SSe at a distorted geometry (wB97M-V/def2-TZVPD).

```
73
C20H45AlN2P3SSe (wB97M-V/def2-TZVPD)
Al 0.48 -1.37 0.48
P -0.98 -0.95 2.42
P -2.43 -0.13 -0.52
P 1.82 4.45 0.69
H 2.45 -3.01 -0.42
C 2.46 -2.46 0.53
C 1.47 -2.70 1.54
H 0.89 -3.64 1.52
C -1.74 -2.58 2.82
C -2.30 0.23 2.91
C 0.15 -0.57 3.81
C -2.25 0.13 -2.33
C -4.02 -1.07 -0.51
C -3.04 1.56 -0.13
C 3.34 3.79 1.36
C 0.52 4.38 1.92
C 2.10 6.18 0.30
H 3.49 -2.36 0.89
H 1.73 -2.34 2.54
H -1.08 -3.41 2.53
H -2.68 -2.69 2.25
H -1.96 -2.64 3.89
H -3.28 -0.03 2.47
H -2.02 1.24 2.58
H -2.39 0.25 4.01
H 0.98 -1.26 3.91
H -0.43 -0.56 4.74
H 0.57 0.44 3.64
H -3.03 0.83 -2.66
H -2.34 -0.82 -2.86
H -1.26 0.57 -2.51
H -4.83 -0.44 -0.12
H -3.92 -1.95 0.15
H -4.28 -1.40 -1.52
H -3.71 1.88 -0.95
H -2.17 2.24 -0.08
H -3.58 1.56 0.83
H 4.12 4.56 1.33
H 3.69 2.92 0.80
H 3.17 3.49 2.41
H 0.54 5.30 2.52
H 0.67 3.49 2.56
H -0.45 4.29 1.41
H 2.76 6.61 1.07
H 1.14 6.71 0.31
H 2.57 6.29 -0.69
C 3.00 1.20 -1.12
C 3.86 0.33 -0.41
C 5.24 0.35 -0.59
C 5.81 1.25 -1.49
C 4.99 2.15 -2.19
C 3.61 2.08 -2.04
Se 1.17 1.22 -0.77
H 1.41 3.63 -0.40
H 3.40 -0.38 0.28
H 5.87 -0.34 -0.01
H 6.90 1.24 -1.64
H 5.42 2.90 -2.86
H 2.97 2.74 -2.61
C -3.79 -4.43 -1.70
N -2.36 -4.33 -1.35
C -1.50 -3.44 -1.88
S -0.03 -3.02 -1.09
N -1.69 -2.90 -3.11
C -2.36 -3.58 -4.23
H -3.89 -5.00 -2.63
H -4.30 -3.45 -1.77
H -4.28 -5.03 -0.93
H -2.05 -4.68 -0.44
H -0.85 -2.35 -3.38
H -1.79 -3.32 -5.14
H -2.34 -4.67 -4.07
H -3.39 -3.20 -4.34
```

Total charge: +3
HOMO level (eV): -15.3073
Max |F| (eV/A): 5.40
Energy above the lowest of the compared OMol25 structures with the same formula, charge and spin (kcal per mole): 47.46
HOMO-LUMO gap (eV): 4.5204